(1)
Formula: C3H6O
Source: the Open Molecules 2025 dataset
Level of theory: ωB97M-V with the def2-TZVPD basis set

Computed properties:
Lowest unoccupied orbital energy = 0.865 eV
Gap between HOMO and LUMO = 10.028 eV
Charge = 0
Molar mass = 58.08 g/mol

Last column: Mulliken charge in e.
CARTESIAN COORDINATES (ANGSTROEM)
C 0.37 -1.35 -0.29  -0.91
C -0.04 -0.08 0.40  0.71
C -0.11 1.41 0.05  -0.98
O -0.93 -0.46 1.13  -0.53
H -0.48 -2.08 -0.25  0.28
H 0.53 -1.01 -1.30  0.30
H 1.22 -1.78 0.21  0.26
H 0.25 1.77 -0.92  0.30
H -1.18 1.61 0.14  0.30
H 0.38 1.98 0.82  0.27

=====

(2)
Formula: C4H5AgO
Source: the Open Molecules 2025 dataset
Level of theory: ωB97M-V with the def2-TZVPD basis set

Computed properties:
Lowest unoccupied orbital energy (alpha / beta) = -6.458 / -6.453 eV
Gap between HOMO and LUMO (alpha / beta) = 5.807 / 6.503 eV
Charge = +1
Molar mass = 176.95 g/mol
Multiplicity = 2
<S²> = 0.75

Last column: Mulliken charge in e.
CARTESIAN COORDINATES (ANGSTROEM)
H 0.66 1.69 -0.66  0.20
C -1.90 -0.87 0.42  -0.75
C -0.87 -0.34 -0.27  0.13
C -0.15 0.85 0.17  -0.28
C 1.31 0.80 0.24  0.04
O 2.06 -0.05 -0.21  -0.44
Ag 4.61 -0.49 -0.93  0.92
H -2.25 -0.42 1.35  0.23
H -0.53 -0.81 -1.19  0.28
H -2.35 -1.81 0.12  0.26
H -0.60 1.45 0.96  0.41

=====

(3)
Formula: C4H7INO
Source: the Open Molecules 2025 dataset
Level of theory: ωB97M-V with the def2-TZVPD basis set

Computed properties:
Lowest unoccupied orbital energy (alpha / beta) = -4.993 / -4.994 eV
Gap between HOMO and LUMO (alpha / beta) = 7.637 / 7.631 eV
Charge = +1
Molar mass = 212.01 g/mol

Last column: Mulliken charge in e.
CARTESIAN COORDINATES (ANGSTROEM)
C -1.75 1.86 -1.71  0.30
C -0.53 0.42 1.04  -0.62
C 0.72 1.08 0.49  -0.60
C -0.23 0.48 -0.44  0.02
N 0.02 -0.73 -1.30  -0.26
O -1.71 2.97 -1.51  -0.21
I -2.69 0.61 -3.02  0.24
H -0.41 -0.42 1.56  0.36
H -1.23 1.21 1.40  0.21
H 0.76 2.18 0.68  0.21
H 1.68 0.62 0.74  0.29
H 0.99 -1.26 -1.20  0.38
H 0.14 -0.42 -2.20  0.31
H -0.80 -1.36 -1.21  0.38

=====

(4)
Formula: C6H10N
Source: the Open Molecules 2025 dataset
Level of theory: ωB97M-V with the def2-TZVPD basis set

Computed properties:
Lowest unoccupied orbital energy = -3.247 eV
Gap between HOMO and LUMO = 10.932 eV
Charge = +1
Molar mass = 96.15 g/mol

Last column: Mulliken charge in e.
CARTESIAN COORDINATES (ANGSTROEM)
C -0.23 0.13 -1.26  -0.49
C -1.07 0.22 -0.25  0.21
C 1.02 0.92 0.67  -0.73
C 0.93 -0.18 -0.33  1.00
C -2.49 0.48 -0.12  -1.00
C 1.84 -1.33 -0.41  -1.44
N -0.09 0.05 0.81  -0.03
H -0.22 0.28 -2.29  0.46
H 1.74 0.73 1.37  0.35
H 0.96 1.95 0.53  0.32
H -2.73 0.81 -1.13  0.30
H -2.66 1.26 0.60  0.32
H -3.00 -0.52 0.28  0.29
H 2.49 -1.51 0.40  0.42
H 2.71 -1.18 -1.14  0.35
H 1.36 -2.25 -0.68  0.34
H -0.28 -0.40 1.69  0.33

=====

(5)
Formula: C2H4I2S
Source: the Open Molecules 2025 dataset
Level of theory: ωB97M-V with the def2-TZVPD basis set

Computed properties:
Lowest unoccupied orbital energy = -0.647 eV
Gap between HOMO and LUMO = 8.609 eV
Charge = 0
Molar mass = 313.93 g/mol

Last column: Mulliken charge in e.
CARTESIAN COORDINATES (ANGSTROEM)
C 0.27 -0.91 -0.41  -1.09
C -0.10 0.67 -0.04  -0.23
S -0.78 0.68 1.54  -0.17
I -1.72 1.15 -1.47  0.15
I 1.63 2.03 -0.46  0.10
H 0.01 -1.01 -1.51  0.33
H 1.19 -1.27 -0.17  0.38
H -0.55 -1.38 0.17  0.39
H 0.04 0.04 2.35  0.14

=====

(6)
Formula: C48H53N5O2ReS
Source: the Open Molecules 2025 dataset
Level of theory: ωB97M-V with the def2-TZVPD basis set

Computed properties:
Lowest unoccupied orbital energy (alpha / beta) = -0.902 / -1.137 eV
Gap between HOMO and LUMO (alpha / beta) = 5.542 / 5.307 eV
Charge = 0
Molar mass = 950.26 g/mol
Multiplicity = 2
<S²> = 0.77

Last column: Mulliken charge in e.
CARTESIAN COORDINATES (ANGSTROEM)
Re 0.27 0.40 0.14  0.80
C 0.72 -1.13 -6.11  -1.10
C -0.57 -0.99 -5.29  -1.18
C -0.36 -1.17 -3.82  0.94
C -0.46 -2.36 -3.08  1.25
C -0.89 -3.70 -3.58  -1.05
C 0.22 -4.55 -4.19  -0.44
C -0.15 -2.01 -1.76  -2.06
N 0.10 -0.69 -1.65  -0.02
C -0.02 -0.16 -2.92  -0.12
C 0.29 1.18 -3.23  -0.40
C 0.55 2.19 -2.37  -0.16
C 0.86 3.55 -2.73  0.72
C 1.02 4.05 -4.12  -1.33
C -0.30 4.53 -4.73  -1.06
C 0.94 4.27 -1.57  0.74
C 0.64 3.36 -0.49  0.31
C 0.48 3.73 0.83  -1.00
C -0.04 2.94 1.82  0.77
N -0.30 1.60 1.69  -0.04
C -0.95 1.22 2.88  -0.62
C -1.41 -0.02 3.14  -1.03
C -1.34 -1.15 2.29  0.47
N -0.68 -1.17 1.07  -0.48
C -0.77 -2.46 0.61  -1.77
C -0.05 -2.92 -0.61  1.29
C -1.46 -3.25 1.50  0.84
C -1.84 -2.41 2.58  1.07
C -2.65 -2.79 3.78  -1.18
C -4.12 -2.42 3.63  -1.16
C -1.74 -4.72 1.33  -1.03
C -2.97 -4.99 0.48  -1.12
C -1.02 2.36 3.77  1.12
C -0.44 3.41 3.13  0.80
C -0.25 4.83 3.54  -1.44
C -1.32 5.77 2.97  -1.03
C -1.63 2.23 5.13  0.21
C -1.98 3.50 5.90  -1.59
N 0.45 2.10 -0.97  -0.49
C 1.19 5.73 -1.40  -1.21
C -0.08 6.56 -1.18  -0.68
H 1.51 -0.51 -5.69  0.25
H 0.56 -0.84 -7.15  0.39
H 1.08 -2.16 -6.10  0.25
H -1.30 -1.72 -5.64  0.39
H -1.01 -0.01 -5.49  0.48
H -1.68 -3.55 -4.32  0.47
H -1.37 -4.26 -2.77  0.01
H 0.77 -3.99 -4.94  -0.01
H -0.19 -5.44 -4.67  0.51
H 0.94 -4.87 -3.43  -0.11
H 0.32 1.43 -4.29  0.36
H 1.45 3.26 -4.75  0.45
H 1.75 4.87 -4.13  0.44
H -1.04 3.74 -4.72  0.29
H -0.16 4.86 -5.76  0.39
H -0.70 5.37 -4.16  0.24
H 0.66 4.77 1.07  0.53
H -1.89 -0.17 4.10  0.29
H -0.42 -3.91 -0.90  1.07
H -2.24 -2.31 4.67  0.35
H -2.56 -3.87 3.95  0.42
H -4.23 -1.35 3.45  0.26
H -4.69 -2.68 4.52  0.42
H -4.57 -2.93 2.78  0.25
H -1.86 -5.18 2.31  0.47
H -0.86 -5.20 0.89  0.20
H -3.87 -4.59 0.94  0.25
H -3.11 -6.06 0.33  0.40
H -2.88 -4.53 -0.51  0.20
H 0.74 5.16 3.19  0.45
H -0.22 4.92 4.62  0.43
H -1.46 5.59 1.90  0.21
H -1.04 6.81 3.11  0.35
H -2.28 5.60 3.45  0.28
H -0.96 1.61 5.74  0.08
H -2.54 1.63 5.03  0.43
H -1.09 4.01 6.28  0.32
H -2.60 3.25 6.76  0.47
H -2.53 4.20 5.28  0.26
H 1.72 6.10 -2.29  0.32
H 1.88 5.89 -0.57  0.45
H -0.51 6.38 -0.20  -0.01
H -0.84 6.30 -1.92  0.22
H 0.13 7.62 -1.27  0.40
O 4.13 -0.43 0.90  -0.59
C 3.00 -0.12 1.14  0.07
O 2.15 0.17 0.12  -0.81
C 2.47 -0.08 2.56  0.87
C 2.05 -1.25 3.17  0.04
C 1.64 -1.18 4.49  -0.56
C 1.67 0.05 5.13  -0.51
C 2.10 1.16 4.42  -0.39
N 2.49 1.11 3.15  -0.51
H 2.05 -2.18 2.62  0.36
H 1.30 -2.06 5.01  0.47
H 1.37 0.16 6.16  0.47
H 2.14 2.14 4.89  0.44
S 1.70 -3.15 -0.02  -0.35
C 2.45 -3.98 -1.40  -0.03
C 2.50 -5.37 -1.44  -0.26
C 3.13 -6.01 -2.49  -0.71
C 3.71 -5.27 -3.51  -0.39
C 3.66 -3.88 -3.47  -0.81
C 3.03 -3.24 -2.42  0.02
H 2.06 -5.94 -0.63  0.42
H 3.17 -7.09 -2.52  0.38
H 4.20 -5.77 -4.33  0.38
H 4.11 -3.30 -4.27  0.43
H 2.99 -2.16 -2.37  0.49

=====

- Look up the charge of the sixth one.
  0

=====

- charge of number 2 (C4H5AgO)?
  +1

=====

- Which value of molar mass does entry 5 give?
  313.93 g/mol